Record 1
BrNO3Pb2 | ωB97M-V with the def2-TZVPD basis set

Element x y z (Å)
Pb (9.732, -2.873, 25.068)
Pb (13.982, -2.593, 21.962)
Br (12.106, -1.934, 24.148)
N (8.690, -0.587, 25.621)
O (9.078, -1.407, 26.489)
O (9.451, -0.615, 24.606)
O (7.591, -0.804, 25.213)

Values from the calculation:
lowest unoccupied orbital energy: -11.337 eV
energy above the lowest of the compared OMol25 structures with the same formula, charge and spin: 1.5683 eV
net charge: +2

Mulliken atomic charge list, values in e, 5 entries: number 1, Pb, carries 1.129; number 2, Pb, carries 1.444; number 3, Br, carries -0.148; number 4, N, carries 1.035; number 5, O, carries -0.577

Record 2
BrO3S | ωB97M-V with the def2-TZVPD basis set

Element x y z (Å)
O (0.500, -1.216, -0.837)
O (-1.388, 0.452, -0.161)
O (1.035, 1.029, 0.324)
S (-0.028, 0.045, 0.159)
Br (-0.295, -0.946, 2.220)

Values from the calculation:
lowest unoccupied orbital energy: 3.423 eV
energy above the lowest of the compared OMol25 structures with the same formula, charge and spin: 1.2109 eV
net charge: -1
SMILES: O=S(=O)([O-])Br

Calculated atomic charges, method Mulliken, unit e: number 1, O, carries -0.616; number 2, O, carries -0.508; number 3, O, carries -0.509; number 4, S, carries 0.895; number 5, Br, carries -0.262

Record 3
BrV | ωB97M-V with the def2-TZVPD basis set

Element x y z (Å)
V (-0.528, -1.182, -0.285)
Br (0.528, 1.182, 0.285)

Values from the calculation:
lowest unoccupied orbital energy (spin up / spin down): -7.733 / -7.429 eV
energy above the lowest of the compared OMol25 structures with the same formula, charge and spin: 0.6343 eV
spin multiplicity: 4
⟨S²⟩: 3.79
net charge: +1

Calculated atomic charges, method Mulliken, unit e: number 1, V, carries 1.142; number 2, Br, carries -0.142

Record 4
C10H10AlClI | ωB97M-V with the def2-TZVPD basis set

Element x y z (Å)
C (0.526, 3.210, 0.073)
C (-0.197, 2.380, -0.827)
C (0.654, 1.272, -1.195)
H (-1.198, 2.550, -1.230)
C (1.936, 1.526, -0.578)
C (1.820, 2.651, 0.247)
H (2.612, 3.033, 0.889)
H (0.178, 4.147, 0.526)
H (0.464, 0.546, -1.972)
H (2.853, 0.981, -0.780)
Al (0.056, -0.633, 0.430)
Cl (-0.391, 0.642, 2.081)
C (-1.172, -2.150, 1.393)
C (-0.213, -2.764, 0.519)
C (-0.501, -2.324, -0.828)
H (0.480, -3.540, 0.804)
C (-1.661, -1.483, -0.782)
C (-2.086, -1.393, 0.580)
H (-3.028, -0.962, 0.917)
H (-1.276, -2.362, 2.450)
H (-0.057, -2.741, -1.727)
H (-2.261, -1.199, -1.644)
I (2.463, -1.387, 0.655)

Values from the calculation:
lowest unoccupied orbital energy: 2.855 eV
net charge: -1

Mulliken atomic charge list, values in e, 5 entries: number 1, C, carries -0.406; number 2, C, carries -0.839; number 3, C, carries -0.226; number 4, H, carries 0.353; number 5, C, carries -0.867